Formula: C23H33NO2P2SiY
Source: the Open Molecules 2025 dataset
Level of theory: ωB97M-V/def2-TZVPD

Results
- net charge = +1
- molecular weight (g/mol) = 534.46
- multiplicity = 1
- DFT total energy (eV) = -57469.802
- relative energy (zero: lowest compared OMol25 entry of this formula, charge and spin) (kcal/mol) = 2.3
- lowest unoccupied orbital energy (eV) = -3.232

```
63
C23H33NO2P2SiY, DFT ωB97M-V/def2-TZVPD
C -1.3717 3.3169 -3.4143
C -1.2076 2.0099 -2.9555
C 0.1140 1.4992 -2.8677
C 1.2043 2.2685 -3.2736
C 1.0238 3.5973 -3.6516
C -0.2697 4.1171 -3.7344
C 2.5869 1.6594 -3.1323
C 2.5512 0.1500 -3.3147
C 1.3993 -0.5226 -2.9089
C 1.3281 -1.9482 -2.9907
C 2.4648 -2.6301 -3.4205
C 3.6432 -1.9516 -3.7435
C 3.6899 -0.5587 -3.6857
H -2.3824 3.7206 -3.5068
H 1.9053 4.2024 -3.8814
H -0.4204 5.1477 -4.0550
H 3.2539 2.0978 -3.8822
H 2.4302 -3.7211 -3.4914
H 4.5277 -2.5120 -4.0447
H 4.6005 -0.0012 -3.9205
N 0.3674 0.2355 -2.3025
Y 0.2036 -0.1894 -0.2145
C -2.3948 1.1534 -2.5599
H -2.4098 0.2184 -3.1428
H -3.3327 1.7015 -2.7271
C 0.0708 -2.7002 -2.5858
H -0.8293 -2.1875 -2.9612
H 0.0955 -3.7269 -2.9783
P -2.3776 0.6385 -0.7823
P -0.1425 -2.8746 -0.7313
C 1.1411 -4.1057 -0.3436
H 1.2044 -4.1926 0.7495
H 0.8859 -5.0849 -0.7720
H 2.1186 -3.7817 -0.7206
C -1.6694 -3.8600 -0.6186
H -1.5684 -4.8043 -1.1723
H -1.8625 -4.0793 0.4403
H -2.5194 -3.2858 -1.0118
C -2.5843 2.2674 0.0213
H -3.6523 2.5174 0.0809
H -2.1556 2.2180 1.0307
H -2.0568 3.0470 -0.5409
C -4.0321 -0.0849 -0.5679
H -4.1578 -0.3603 0.4884
H -4.8103 0.6386 -0.8511
H -4.1261 -0.9925 -1.1783
C 3.0777 1.9594 -1.7787
O 2.6183 1.5089 -0.7370
H 3.9126 2.6505 -1.9996
C -1.5474 1.2619 3.9278
Si 0.0158 0.5256 3.1711
C 1.5314 1.2186 4.0485
C -0.0258 -1.3557 3.4088
O 0.0879 0.8720 1.5777
H -1.5219 1.1786 5.0244
H -2.4484 0.7422 3.5745
H -1.6517 2.3257 3.6737
H 1.5688 0.9003 5.0996
H 2.4538 0.8776 3.5582
H 1.5322 2.3169 4.0263
H -0.9481 -1.7979 3.0056
H 0.8258 -1.8522 2.9204
H 0.0202 -1.6058 4.4797
```

***

Formula: C23H34AlBr2Cl2I2N2O9
Source: the Open Molecules 2025 dataset
Level of theory: ωB97M-V/def2-TZVPD

Results
- net charge = +1
- molecular weight (g/mol) = 994.03
- multiplicity = 1
- DFT total energy (eV) = -233711.780
- lowest unoccupied orbital energy (eV) = -4.875

```
75
C23H34AlBr2Cl2I2N2O9, DFT ωB97M-V/def2-TZVPD
C -2.1230 -1.1074 4.2101
C -1.0255 -2.2591 4.4408
C -0.3989 -2.6880 3.0546
C 1.0723 -2.0219 2.7801
N 1.2581 -1.9354 1.3028
C 1.9069 -2.9870 0.5497
C 1.8397 -2.4794 -0.7913
Br 2.6202 -3.5103 -2.2159
N 1.1914 -1.2506 -0.8967
C 0.9152 -0.4281 -2.1048
I 2.7336 0.1119 -3.1929
C -0.2334 -0.9897 -3.0147
C 0.1998 -2.0674 -4.0888
I -1.7465 -1.9660 -1.7361
C 0.8780 -0.9440 0.4399
C 0.1837 0.3225 1.0681
O 0.7446 1.5269 0.5971
C 0.1818 2.7044 1.2406
C -0.4891 3.6965 0.1848
O -1.9135 3.7576 0.3200
C -2.4775 2.4357 0.2837
C -3.9655 2.3830 -0.2252
O -4.8090 2.0502 0.9055
C -5.3793 3.2973 1.3708
C -6.7783 3.4605 0.6174
H -1.7562 -0.1102 4.5675
H -3.0845 -1.4078 4.7039
H -2.3465 -0.9807 3.1138
H -0.2388 -1.9205 5.1710
H -1.6086 -3.1187 4.8754
H -1.0292 -2.3383 2.1777
H -0.3504 -3.8362 2.9509
H 1.1425 -1.0457 3.3103
H 1.8266 -2.7302 3.2343
H 2.3791 -3.9380 0.8593
H 0.5438 0.5582 -1.6999
H -0.7633 -0.1433 -3.5367
H 1.2921 -2.2769 -4.1578
H -0.3077 -3.0321 -3.8627
H -0.1973 -1.7330 -5.0873
H 0.3484 0.3017 2.1890
H -0.9238 0.2306 0.9035
H 1.0636 3.2721 1.6616
H -0.4926 2.4915 2.1055
H -0.0739 4.7278 0.3289
H -0.1397 3.3591 -0.8337
H -2.4817 1.9565 1.3109
H -1.8532 1.8344 -0.4479
H -4.0295 1.5091 -0.9258
H -4.2878 3.2911 -0.7898
H -5.5212 3.2452 2.4899
H -4.7032 4.1712 1.1795
H -6.6693 2.9757 -0.3941
H -7.0676 4.5374 0.5527
H -7.5042 2.8234 1.1796
C 4.7822 0.9725 -0.0332
C 3.9737 1.7104 0.7233
C 4.4839 2.8686 1.4906
O 3.7445 3.5387 2.1816
C 5.9280 3.1762 1.3833
C 6.7381 2.4378 0.6259
C 6.2272 1.2789 -0.1418
O 6.9608 0.6067 -0.8328
H 4.4250 0.1218 -0.6003
H 2.9148 1.5013 0.8129
H 6.2834 4.0270 1.9506
H 7.7964 2.6478 0.5363
O 1.1828 -6.4418 -5.7910
Cl 0.7525 -5.1660 -6.2596
O 0.0510 -4.4679 -5.2303
O -0.1943 -5.3605 -7.4580
O 1.8660 -4.4062 -6.7085
Al 0.3683 -4.4217 1.6235
Br -1.2882 -6.9518 -7.2608
Cl -2.5480 0.5424 -3.2404
```